[1]
The following is a DFT calculation (ωB97M-V/def2-TZVPD) of the ion C4H4N with charge +1.

Multiplicity ... 1
Lowest unoccupied orbital energy ... -0.2052 Eh
E ... -209.160214 Eh
Charge ... +1

Last column: natural (NBO) charge in e.
Cartesian coordinates (Å):
C1 -2.521 -0.191 0.703  0.441
N1 -1.502 -0.347 0.229  -0.161
C2 -0.230 -0.653 -0.165  -0.241
C3 0.946 0.012 -0.076  0.204
C4 1.932 0.825 -0.368  -0.385
H1 -3.351 -0.260 1.356  0.298
H2 0.012 -1.708 -0.554  0.297
H3 2.732 1.155 0.270  0.273
H4 1.983 1.167 -1.396  0.276

=====

[2]
The following is a DFT calculation (ωB97M-V/def2-TZVPD) of a cluster of 5 separate species, C30H27FN2O11S in total.

Multiplicity ... 1
Lowest unoccupied orbital energy ... -0.0614 Eh
E ... -2594.250710 Eh
Charge ... 0

Last column: Mulliken charge in e.
Cartesian coordinates (Å):
C1 -5.542 0.891 -3.042  -0.931
C2 -4.592 -0.345 -2.595  -0.275
C3 -4.741 -0.697 -1.009  -0.976
C4 -3.324 -1.255 -0.472  0.153
C5 -3.590 -2.126 0.860  -1.113
N1 -2.344 -0.143 -0.350  0.663
N2 -2.753 0.928 0.430  -0.719
C6 -2.323 0.884 1.673  0.824
O1 -2.173 0.691 2.911  -0.523
S1 -0.716 -0.623 -0.154  1.001
O2 0.271 0.542 -0.110  -0.549
O3 -0.458 -1.610 0.965  -0.541
F1 -0.308 -1.465 -1.585  -0.253
H1 -6.500 0.469 -3.509  0.272
H2 -4.994 1.553 -3.812  0.273
H3 -5.813 1.532 -2.114  0.254
H4 -4.960 -1.287 -3.174  0.323
H5 -3.483 -0.175 -2.874  0.200
H6 -5.587 -1.482 -0.875  0.315
H7 -5.104 0.263 -0.488  0.396
H8 -2.918 -1.991 -1.279  0.365
H9 -3.510 -3.264 0.710  0.268
H10 -4.685 -1.908 1.191  0.377
H11 -2.921 -1.852 1.757  0.194
O4 2.871 -0.742 5.357  -0.556
C7 2.432 0.364 5.101  0.312
C8 3.273 1.573 5.232  -0.393
C9 2.791 2.785 4.953  -0.371
C10 1.397 2.971 4.499  0.313
O5 0.958 4.078 4.243  -0.569
C11 0.556 1.763 4.368  -0.303
C12 1.038 0.551 4.647  -0.244
H12 4.292 1.419 5.565  0.424
H13 3.393 3.681 5.045  0.421
H14 -0.462 1.917 4.035  0.514
H15 0.436 -0.345 4.555  0.445
O6 -0.186 7.107 -0.743  -0.549
C13 -1.147 6.412 -0.469  0.316
C14 -1.018 4.947 -0.318  -0.476
C15 -2.073 4.187 -0.019  -0.079
C16 -3.414 4.776 0.174  0.366
O7 -4.377 4.080 0.449  -0.558
C17 -3.544 6.240 0.023  -0.486
C18 -2.489 7.001 -0.275  -0.388
H16 -0.028 4.532 -0.462  0.475
H17 -1.996 3.113 0.094  0.577
H18 -4.534 6.655 0.168  0.422
H19 -2.566 8.075 -0.389  0.409
O8 -0.060 -4.168 -4.048  -0.567
C19 0.811 -4.716 -3.395  0.259
C20 1.550 -3.993 -2.340  -0.208
C21 2.505 -4.593 -1.627  -0.337
C22 2.863 -6.007 -1.861  0.162
O9 3.734 -6.556 -1.209  -0.563
C23 2.124 -6.732 -2.917  -0.388
C24 1.169 -6.132 -3.629  -0.426
H20 1.276 -2.958 -2.180  0.446
H21 3.056 -4.076 -0.851  0.814
H22 2.399 -7.768 -3.076  0.417
H23 0.617 -6.647 -4.405  0.411
O10 7.542 0.655 -1.219  -0.551
C25 6.583 -0.041 -0.940  0.294
C26 6.714 -1.506 -0.794  -0.422
C27 5.661 -2.268 -0.491  -0.292
C28 4.321 -1.680 -0.286  0.507
O11 3.361 -2.376 -0.006  -0.591
C29 4.190 -0.215 -0.431  -0.404
C30 5.242 0.547 -0.735  -0.418
H24 7.702 -1.921 -0.947  0.414
H25 5.739 -3.343 -0.381  0.445
H26 3.201 0.200 -0.278  0.543
H27 5.165 1.621 -0.844  0.434

=====

[3]
The following is a DFT calculation (ωB97M-V/def2-TZVPD) of the molecule C5H10O.

Multiplicity ... 1
Lowest unoccupied orbital energy ... 0.0429 Eh
E ... -271.696872 Eh
Charge ... 0

Last column: natural (NBO) charge in e.
Cartesian coordinates (Å):
C1 -0.808 -0.993 2.551  -0.371
C2 -0.549 0.016 1.730  -0.210
C3 0.726 0.106 0.961  -0.100
O1 0.511 -0.490 -0.313  -0.542
C4 -0.299 0.219 -1.245  -0.065
C5 0.534 0.400 -2.500  -0.622
H1 -1.784 -1.116 3.008  0.199
H2 -0.044 -1.740 2.765  0.193
H3 -1.313 0.739 1.446  0.194
H4 1.088 1.147 0.895  0.168
H5 1.519 -0.470 1.454  0.192
H6 -0.621 1.199 -0.856  0.163
H7 -1.223 -0.339 -1.479  0.175
H8 0.002 0.968 -3.271  0.205
H9 0.809 -0.578 -2.910  0.213
H10 1.453 0.932 -2.235  0.207

=====

[4]
The following is a DFT calculation (ωB97M-V/def2-TZVPD) of the molecule H3N.

Multiplicity ... 1
Lowest unoccupied orbital energy ... 0.0466 Eh
E ... -56.533107 Eh
Charge ... 0

Last column: natural (NBO) charge in e.
Cartesian coordinates (Å):
N1 0.150 -0.048 -0.356  -1.023
H1 -0.640 -0.641 0.064  0.343
H2 0.844 -0.118 0.272  0.339
H3 -0.354 0.807 0.020  0.340

=====

[5]
The following is a DFT calculation (ωB97M-V/def2-TZVPD) of a structure of composition C37H22N10Re.

Multiplicity ... 2
Expectation value of S² ... 0.80
Lowest unoccupied orbital energy (spin up / spin down) ... -0.2858 / -0.2860 Eh
E ... -2048.632209 Eh
Charge ... +2

Last column: Mulliken spin population.
Cartesian coordinates (Å):
Re1 -0.026 -0.121 0.138  0.839
C1 -5.343 -3.065 1.913  0.000
C2 -5.243 -2.198 3.002  0.002
C3 -4.096 -1.447 3.229  0.006
C4 -3.063 -1.588 2.319  0.007
C5 -1.726 -1.012 2.284  0.002
N1 -1.059 -1.499 1.177  0.026
C6 -1.902 -2.380 0.506  -0.021
N2 -1.609 -3.029 -0.584  -0.002
C7 -0.588 -2.736 -1.359  0.044
C8 0.005 -3.642 -2.342  0.010
C9 -0.305 -4.933 -2.709  0.012
C10 0.481 -5.512 -3.707  -0.001
C11 1.527 -4.814 -4.299  0.004
C12 1.834 -3.506 -3.920  0.007
C13 1.054 -2.942 -2.935  0.012
C14 1.082 -1.621 -2.301  0.013
N3 1.944 -0.681 -2.583  -0.002
C15 2.166 0.385 -1.838  0.002
N4 1.744 0.562 -0.551  0.003
C16 2.271 1.749 -0.059  -0.031
N5 2.237 2.152 1.188  0.004
C17 1.479 1.627 2.119  -0.022
N6 0.362 0.868 1.885  -0.005
C18 -0.134 0.452 3.117  0.000
N7 -1.188 -0.292 3.253  0.013
C19 0.689 1.015 4.187  0.002
C20 0.598 0.926 5.559  0.006
C21 1.560 1.611 6.303  -0.008
C22 2.561 2.349 5.683  0.007
C23 2.646 2.435 4.291  -0.009
C24 1.694 1.757 3.564  0.000
C25 3.011 2.398 -1.134  -0.004
C26 3.729 3.580 -1.168  -0.019
C27 4.388 3.885 -2.353  0.021
C28 4.343 3.026 -3.452  -0.016
C29 3.638 1.828 -3.409  0.019
C30 2.970 1.535 -2.234  0.005
N8 0.056 -1.532 -1.379  -0.050
C31 -3.160 -2.462 1.233  0.030
C32 -4.298 -3.216 1.009  0.010
H1 -6.252 -3.635 1.776  0.000
H2 -6.077 -2.115 3.686  0.000
H3 -4.012 -0.785 4.080  0.001
H4 -1.121 -5.474 -2.249  0.001
H5 0.274 -6.525 -4.026  0.000
H6 2.116 -5.297 -5.067  0.000
H7 2.647 -2.961 -4.379  0.000
H8 -0.182 0.351 6.038  0.000
H9 1.529 1.565 7.383  0.000
H10 3.291 2.864 6.292  0.000
H11 3.425 3.008 3.808  0.000
H12 3.777 4.235 -0.309  -0.001
H13 4.953 4.804 -2.426  0.001
H14 4.875 3.298 -4.354  0.000
H15 3.616 1.152 -4.252  0.000
H16 -4.366 -3.897 0.172  0.000
N9 -2.114 2.273 0.772  0.015
C33 -1.917 2.185 -0.563  0.041
C34 -2.648 3.026 -1.423  -0.011
C35 -2.484 2.941 -2.775  0.023
C36 -1.583 2.000 -3.293  0.000
C37 -0.914 1.200 -2.422  0.034
N10 -1.048 1.264 -1.059  -0.020
H17 -2.654 3.050 1.114  0.000
H18 -1.424 1.885 1.393  -0.008
H19 -3.332 3.739 -0.983  0.000
H20 -3.043 3.592 -3.433  0.001
H21 -1.421 1.892 -4.355  0.000
H22 -0.235 0.450 -2.789  0.004

=====

[6]
The following is a DFT calculation (ωB97M-V/def2-TZVPD) of a cluster of 13 separate species, C26H65BrN26O14S in total.

Multiplicity ... 1
Lowest unoccupied orbital energy ... -0.2771 Eh
E ... -6478.784421 Eh
Charge ... +2

Last column: Mulliken charge in e.
Cartesian coordinates (Å):
O1 -2.107 5.167 -2.991  -0.574
S1 -2.485 4.602 -4.299  0.892
O2 -1.344 3.815 -4.799  -0.549
C1 -3.880 3.384 -4.020  -0.664
N1 -3.600 2.795 -2.695  0.781
C2 -4.211 3.196 -1.531  -0.648
C3 -3.885 2.623 -0.207  -0.413
C4 -2.856 1.575 -0.140  0.240
C5 -2.350 0.890 1.134  1.131
C6 -2.006 -0.557 1.144  -0.501
C7 -1.483 -1.172 2.369  -0.346
N2 -1.291 -0.406 3.511  0.658
C8 -0.706 -1.087 4.713  -1.138
C9 0.877 -1.112 4.562  -0.172
C10 1.478 0.204 3.927  -0.645
Br1 1.584 0.125 1.931  -0.113
C11 -1.621 0.938 3.547  -0.739
C12 -2.149 1.649 2.392  -0.714
C13 -2.238 1.131 -1.439  -0.852
C14 -2.638 1.765 -2.680  -1.099
H1 -2.861 5.610 -5.176  0.265
H2 -4.894 3.864 -4.087  0.507
H3 -3.859 2.599 -4.832  0.254
H4 -4.973 4.012 -1.554  0.411
H5 -4.388 2.976 0.734  0.612
H6 -2.141 -1.187 0.228  0.449
H7 -1.191 -2.253 2.428  0.373
H8 -1.041 -0.635 5.682  0.403
H9 -1.047 -2.163 4.669  0.351
H10 1.425 -1.333 5.515  0.499
H11 1.106 -1.972 3.866  0.121
H12 2.546 0.291 4.279  0.443
H13 0.935 1.138 4.257  0.340
H14 -1.478 1.511 4.504  0.447
H15 -2.399 2.735 2.383  0.529
H16 -1.473 0.320 -1.400  0.513
H17 -2.154 1.444 -3.636  0.922
C15 1.583 1.558 -1.973  0.748
O3 1.527 0.355 -2.193  -0.740
N3 1.682 2.481 -2.966  -0.363
N4 1.551 2.074 -0.715  -0.154
H18 1.729 3.471 -2.807  0.159
H19 1.710 2.138 -3.912  0.236
H20 1.480 1.417 0.048  -0.187
H21 1.595 3.056 -0.512  0.133
C16 5.786 1.523 -3.664  0.821
O4 5.640 2.529 -4.341  -0.677
N5 6.836 0.678 -3.825  -0.393
N6 4.908 1.162 -2.687  -0.191
H22 6.974 -0.152 -3.279  0.074
H23 7.508 0.910 -4.538  0.276
H24 4.117 1.763 -2.537  0.122
H25 5.009 0.341 -2.120  0.068
C17 -3.089 -4.057 -0.636  0.721
O5 -3.068 -3.465 0.441  -0.721
N7 -4.165 -4.034 -1.459  -0.365
N8 -2.038 -4.785 -1.092  -0.406
H26 -4.204 -4.513 -2.342  0.187
H27 -4.965 -3.506 -1.155  0.210
H28 -1.221 -4.828 -0.508  0.195
H29 -2.036 -5.277 -1.969  0.194
C18 4.186 -3.238 4.130  0.647
O6 3.457 -2.870 5.046  -0.680
N9 5.495 -2.888 4.049  -0.368
N10 3.743 -4.029 3.120  -0.315
H30 6.106 -3.182 3.308  0.176
H31 5.860 -2.304 4.781  0.220
H32 2.780 -4.311 3.148  0.174
H33 4.321 -4.345 2.357  0.219
C19 -5.462 1.478 4.835  0.734
O7 -4.608 2.118 5.436  -0.659
N11 -6.774 1.810 4.850  -0.407
N12 -5.152 0.373 4.100  -0.273
H34 -7.486 1.297 4.364  0.166
H35 -7.036 2.622 5.384  0.250
H36 -4.186 0.105 4.074  0.052
H37 -5.826 -0.174 3.595  0.172
C20 -3.440 -8.528 -1.097  0.622
O8 -4.158 -8.137 -2.004  -0.643
N13 -2.921 -7.681 -0.165  -0.327
N14 -3.098 -9.833 -0.941  -0.387
H38 -2.328 -7.972 0.590  0.162
H39 -3.157 -6.709 -0.255  0.173
H40 -3.464 -10.486 -1.613  0.233
H41 -2.510 -10.172 -0.203  0.165
C21 9.705 2.919 -3.524  0.599
O9 9.947 1.877 -2.937  -0.684
N15 8.445 3.266 -3.907  -0.240
N16 10.673 3.822 -3.846  -0.478
H42 8.219 4.115 -4.392  0.138
H43 7.707 2.620 -3.684  0.201
H44 11.618 3.599 -3.578  0.219
H45 10.495 4.684 -4.330  0.216
C22 11.036 5.713 -0.666  0.556
O10 12.118 5.374 -1.113  -0.629
N17 9.863 5.446 -1.305  -0.287
N18 10.907 6.388 0.510  -0.383
H46 8.963 5.715 -0.957  0.142
H47 9.924 4.947 -2.180  0.205
H48 11.753 6.603 1.010  0.235
H49 10.028 6.676 0.896  0.156
C23 -4.299 -0.525 9.036  0.556
O11 -4.374 -1.083 10.113  -0.634
N19 -4.452 0.818 8.888  -0.318
N20 -4.054 -1.202 7.873  -0.306
H50 -4.392 1.294 8.004  0.173
H51 -4.635 1.354 9.719  0.197
H52 -3.936 -2.199 7.939  0.193
H53 -3.990 -0.761 6.974  0.146
C24 -5.252 -0.311 -5.091  0.494
O12 -5.953 0.084 -4.169  -0.676
N21 -3.934 0.023 -5.163  -0.319
N22 -5.712 -1.092 -6.093  -0.387
H54 -3.312 -0.272 -5.895  0.177
H55 -3.582 0.601 -4.423  0.204
H56 -6.684 -1.353 -6.063  0.258
H57 -5.144 -1.419 -6.853  0.166
C25 5.307 -4.066 -0.809  0.602
O13 5.259 -4.616 0.281  -0.651
N23 5.112 -2.727 -0.964  -0.245
N24 5.559 -4.743 -1.957  -0.410
H58 5.147 -2.258 -1.850  0.125
H59 4.923 -2.191 -0.135  0.160
H60 5.708 -5.735 -1.881  0.221
H61 5.603 -4.312 -2.862  0.159
C26 -8.063 1.880 -1.206  0.589
O14 -7.996 2.575 -0.201  -0.671
N25 -9.211 1.718 -1.912  -0.367
N26 -6.987 1.208 -1.699  -0.145
H62 -9.284 1.151 -2.737  0.169
H63 -10.028 2.199 -1.576  0.235
H64 -6.123 1.305 -1.199  0.054
H65 -7.013 0.628 -2.524  0.258